(1)
{
  "formula": "C29H35Br2N4O3STcTe",
  "method": "ωB97M-V with the def2-TZVPD basis set",
  "symbols": ["Tc", "C", "C", "C", "C", "C", "C", "C", "S", "O", "O", "N", "C", "C", "C", "C", "C", "C", "C", "C", "N", "C", "H", "H", "H", "H", "H", "H", "H", "H", "H", "H", "H", "H", "H", "Br", "C", "Br", "H", "H", "C", "C", "C", "C", "C", "C", "C", "C", "N", "H", "H", "H", "H", "H", "H", "H", "H", "H", "C", "C", "N", "O", "H", "H", "H", "H", "H", "C", "Te", "C", "H", "H", "H", "H", "H", "H"],
  "xyz": [[0.48955, -0.74434, -0.46258], [2.60233, 6.71524, 3.33288], [2.12045, 5.61667, 2.42467], [1.11611, 5.84721, 1.49083], [0.67462, 4.83706, 0.64796], [1.26308, 3.58257, 0.73928], [2.26614, 3.32276, 1.66761], [2.68378, 4.34083, 2.50269], [0.72068, 2.33158, -0.35318], [1.85504, 1.93176, -1.13413], [-0.46513, 2.80122, -1.01943], [0.33842, 0.97502, 0.55868], [-0.76399, 1.06877, 1.46072], [-1.31963, 2.18778, 2.01362], [-2.37147, 2.06722, 2.95956], [-2.84477, 0.85186, 3.35301], [-2.29041, -0.32052, 2.77914], [-2.68602, -1.63100, 3.11093], [-2.08480, -2.69880, 2.50270], [-1.11612, -2.47332, 1.51643], [-0.73957, -1.26005, 1.16315], [-1.28438, -0.18547, 1.81651], [2.00191, 7.61642, 3.22027], [3.64012, 6.97014, 3.10982], [2.56206, 6.40404, 4.37754], [0.66961, 6.83209, 1.42059], [-0.10804, 5.01487, -0.07704], [2.70171, 2.33744, 1.74798], [3.46420, 4.14540, 3.22972], [-0.96528, 3.17323, 1.75115], [-2.79320, 2.97120, 3.37838], [-3.63595, 0.76532, 4.08714], [-3.46121, -1.77935, 3.85358], [-2.34694, -3.71627, 2.75561], [-0.64203, -3.29757, 1.01117], [3.26372, -0.09846, 2.87123], [3.72631, -0.07760, 1.07339], [2.47630, -1.31733, -1.80690], [4.28700, -0.91735, 0.70002], [3.70017, 0.86804, 0.55439], [-3.20267, -0.97281, -1.18640], [-2.75191, -0.39764, -2.49691], [-3.64094, -0.07482, -3.50767], [-3.18361, 0.50348, -4.68540], [-1.83787, 0.77601, -4.88074], [-0.90168, 0.47059, -3.90479], [0.55983, 0.76022, -4.08056], [-1.39813, -0.11806, -2.73437], [-0.49547, -0.43478, -1.72490], [-4.25634, -1.24360, -1.22496], [-3.06964, -0.24195, -0.38232], [-2.62315, -1.86038, -0.92058], [-4.69660, -0.27253, -3.37051], [-3.89335, 0.75455, -5.46344], [-1.50289, 1.23609, -5.80192], [0.71751, 1.39478, -4.95050], [1.12098, -0.16439, -4.22432], [0.97886, 1.25622, -3.20498], [2.26545, -4.00290, 2.54656], [2.28500, -3.32538, 1.20872], [2.95295, -3.92473, 0.21290], [1.68833, -2.25389, 1.05336], [3.00502, -4.79624, 2.63613], [1.27205, -4.42932, 2.70269], [2.43481, -3.24664, 3.31098], [3.49110, -4.75674, 0.37652], [3.05539, -3.42693, -0.66005], [-2.06001, -4.73780, -2.31377], [-0.16383, -4.32577, -1.46888], [0.93378, -4.67249, -3.24077], [-2.13750, -4.20982, -3.26113], [-2.82186, -4.36954, -1.62894], [-2.18202, -5.80727, -2.45648], [1.08657, -5.73783, -3.38138], [1.88913, -4.16005, -3.14743], [0.37836, -4.24595, -4.07287]],
  "atomic_forces_ev_per_a": [[0.94, -1.93, 1.23], [0.00, -0.03, -0.03], [0.04, 0.03, 0.06], [-0.03, 0.01, -0.05], [0.14, -0.01, 0.03], [-0.17, 0.11, 0.41], [-0.08, 0.09, -0.07], [0.04, 0.00, 0.03], [0.11, 0.07, -0.32], [0.07, -0.13, -0.10], [0.02, -0.17, 0.10], [-0.13, 0.43, -0.27], [0.52, -0.01, -0.53], [-0.18, 0.20, 0.21], [0.15, 0.05, -0.14], [0.02, -0.11, -0.02], [-0.19, -0.02, 0.19], [-0.08, 0.06, 0.06], [0.08, -0.09, -0.07], [-0.13, 0.10, 0.10], [-0.60, 0.40, 0.11], [0.19, -0.27, -0.13], [0.01, -0.02, 0.00], [-0.02, -0.01, -0.01], [0.00, -0.01, -0.01], [0.01, -0.03, 0.00], [-0.01, -0.02, 0.01], [-0.03, 0.03, 0.00], [-0.03, 0.01, -0.02], [-0.05, -0.03, 0.03], [0.02, 0.00, -0.01], [0.03, -0.01, -0.02], [0.02, -0.01, -0.01], [-0.02, 0.01, -0.02], [0.03, -0.04, -0.04], [0.09, 0.03, -0.03], [0.10, 0.08, 0.10], [0.46, 0.42, -0.36], [-0.03, 0.00, 0.05], [-0.05, -0.04, 0.00], [0.00, 0.00, 0.00], [-0.03, 0.03, -0.02], [0.03, -0.02, -0.01], [-0.07, 0.02, -0.07], [-0.03, -0.01, 0.00], [0.05, 0.06, -0.01], [-0.07, -0.04, -0.04], [0.30, -0.16, 0.27], [-1.06, 0.59, -0.23], [0.01, 0.01, -0.02], [-0.01, -0.01, -0.03], [-0.01, 0.00, -0.03], [0.01, 0.02, -0.01], [0.01, -0.01, 0.01], [-0.03, 0.00, 0.02], [-0.02, -0.01, 0.00], [0.00, 0.00, -0.01], [-0.01, 0.00, -0.02], [-0.02, 0.01, 0.02], [0.33, -0.15, -0.23], [-0.03, 0.12, 0.22], [-0.57, 0.28, -0.17], [-0.01, 0.02, -0.02], [0.02, 0.02, 0.01], [-0.01, -0.02, 0.01], [-0.03, -0.03, 0.02], [-0.02, 0.04, -0.07], [-0.14, 0.00, -0.07], [0.08, 0.12, 0.18], [0.08, 0.01, -0.10], [-0.06, -0.01, 0.00], [-0.01, -0.03, -0.03], [-0.02, 0.02, -0.02], [0.00, 0.01, -0.04], [-0.02, 0.00, -0.02], [0.04, -0.01, -0.01]],
  "multiplicity": 2,
  "s2": 0.755,
  "charge": 1,
  "e_homo_ev": [-10.3, -10.4]
}


(2)
{
  "formula": "C29H35CaF4N9OS2Se",
  "method": "ωB97M-V with the def2-TZVPD basis set",
  "symbols": ["Ca", "C", "C", "N", "C", "C", "C", "C", "N", "C", "C", "F", "C", "F", "C", "C", "F", "C", "F", "H", "H", "H", "H", "H", "H", "H", "H", "H", "H", "H", "H", "H", "H", "H", "N", "C", "N", "C", "C", "S", "C", "C", "S", "C", "N", "N", "H", "H", "H", "H", "H", "H", "N", "C", "O", "C", "C", "H", "H", "H", "H", "H", "H", "C", "N", "C", "Se", "N", "C", "C", "C", "C", "C", "C", "H", "H", "H", "H", "H", "H", "H", "H"],
  "xyz": [[-0.45366, -0.81539, 0.28236], [-1.30589, 2.58162, 0.55621], [-2.07480, 1.94807, 1.70874], [-2.77082, 0.71786, 1.32307], [-3.88691, 0.94457, 0.39292], [-4.97359, 1.90296, 0.87529], [-3.20545, -0.09066, 2.48823], [-2.58507, -1.47495, 2.40010], [-1.14327, -1.29662, 2.41202], [-0.35855, -1.70973, 3.41934], [0.93665, -1.14385, 3.47685], [1.22514, -0.20019, 2.53385], [1.89619, -1.48741, 4.39074], [3.10448, -0.88626, 4.31478], [1.65718, -2.43519, 5.36950], [0.39639, -3.00303, 5.35316], [0.09258, -3.95219, 6.26019], [-0.57576, -2.66673, 4.43391], [-1.75547, -3.32895, 4.49489], [-0.82166, 3.49897, 0.89676], [-1.95673, 2.83465, -0.28318], [-0.50928, 1.93461, 0.18195], [-2.76677, 2.69138, 2.12706], [-1.37974, 1.68626, 2.50768], [-4.32539, -0.03402, 0.18349], [-3.48476, 1.29656, -0.55414], [-5.34527, 1.63551, 1.86673], [-5.81946, 1.87529, 0.18442], [-4.62070, 2.93551, 0.91783], [-4.29802, -0.15001, 2.52864], [-2.87801, 0.38055, 3.41800], [-2.90645, -1.89716, 1.43663], [-2.97876, -2.13584, 3.17103], [2.40763, -2.72405, 6.09041], [3.10366, -2.20509, 1.37250], [2.07659, -3.10526, 1.40452], [0.98158, -2.96964, 0.71124], [0.16542, -4.08195, 0.85898], [0.61952, -5.02921, 1.70374], [2.16029, -4.56672, 2.32519], [-1.08357, -4.12803, 0.07550], [-1.80508, -5.22453, -0.22457], [-3.16430, -4.78810, -1.19473], [-2.65976, -3.13807, -1.13646], [-1.57621, -2.93345, -0.44016], [-3.37410, -2.14008, -1.73157], [2.88934, -1.30105, 0.96952], [3.71643, -2.16912, 2.17000], [0.14196, -5.94503, 2.01338], [-1.60592, -6.25293, 0.02805], [-4.03760, -2.40495, -2.43811], [-2.88116, -1.26480, -1.89644], [-1.37852, 1.42860, -3.76882], [-0.92858, 0.71053, -2.71875], [-1.73432, 0.34111, -1.84899], [0.55235, 0.41349, -2.67302], [0.84936, -0.77733, -1.76769], [-2.34103, 1.71724, -3.79352], [-0.73849, 1.77319, -4.46132], [1.00905, 1.32675, -2.26361], [0.88829, 0.36433, -3.72535], [1.93590, -0.88089, -1.66080], [0.52197, -1.69710, -2.28530], [4.28203, 0.84459, -2.27121], [3.62460, 2.12538, -2.08178], [2.97816, 2.51871, -0.95220], [2.72509, 1.59849, 0.60560], [2.51641, 3.77112, -1.21152], [2.84581, 4.17928, -2.49944], [2.60038, 5.33991, -3.21040], [3.09237, 5.39984, -4.50847], [3.80571, 4.33596, -5.06471], [4.05084, 3.17476, -4.34259], [3.55562, 3.12170, -3.05271], [4.07107, 0.22794, -1.40539], [5.35826, 0.98662, -2.37095], [3.88682, 0.35726, -3.16094], [2.00944, 4.28938, -0.51516], [2.05072, 6.16539, -2.77638], [2.92327, 6.29163, -5.09759], [4.17701, 4.41736, -6.07775], [4.60731, 2.35062, -4.76925]],
  "atomic_forces_ev_per_a": [[-0.19, 0.26, -0.39], [-0.04, 0.07, 0.03], [0.01, -0.01, -0.03], [-0.03, -0.07, 0.00], [0.06, -0.02, 0.05], [-0.06, 0.04, 0.00], [-0.02, 0.15, -0.06], [0.13, 0.06, 0.09], [0.00, -0.49, 0.67], [-0.36, 0.19, -0.37], [0.12, 0.08, 0.00], [0.04, -0.08, -0.01], [-0.03, 0.08, -0.04], [0.03, -0.03, 0.02], [0.04, -0.06, 0.04], [-0.09, -0.04, 0.02], [0.04, 0.01, 0.01], [0.00, -0.08, 0.09], [0.00, -0.07, 0.04], [-0.02, 0.00, 0.03], [0.01, -0.02, 0.02], [0.01, -0.01, -0.02], [-0.02, 0.02, 0.06], [0.05, -0.03, -0.04], [0.01, -0.02, 0.01], [0.05, 0.00, -0.06], [0.00, 0.01, -0.03], [0.03, 0.01, 0.03], [0.00, -0.04, 0.00], [-0.01, -0.03, -0.03], [0.01, 0.05, -0.02], [0.03, -0.09, 0.03], [-0.02, 0.06, 0.08], [-0.05, 0.02, -0.02], [-0.05, -0.22, -0.03], [0.00, 0.29, -0.13], [-0.17, -0.09, 0.02], [-0.15, 0.32, -0.22], [0.02, -0.15, 0.12], [0.11, -0.13, 0.10], [0.24, 0.46, 0.18], [-0.08, -0.23, -0.05], [-0.13, -0.15, -0.04], [0.15, 0.18, 0.01], [-0.09, -0.22, -0.03], [0.04, -0.01, 0.03], [-0.04, -0.01, -0.03], [-0.03, 0.03, 0.04], [0.03, 0.05, -0.02], [-0.01, 0.05, 0.00], [0.00, -0.01, 0.00], [0.02, -0.04, 0.08], [0.05, 0.04, -0.04], [-0.22, -0.06, 0.20], [0.32, -0.10, -0.03], [-0.14, -0.10, 0.09], [0.42, 0.16, -0.57], [-0.01, 0.00, 0.00], [-0.01, -0.01, -0.02], [-0.02, 0.01, 0.01], [0.04, 0.01, -0.01], [0.03, 0.03, 0.00], [-0.01, 0.04, 0.07], [-0.05, 0.14, -0.04], [0.09, -0.18, -0.05], [0.10, -0.04, -0.23], [0.00, 0.15, -0.02], [-0.11, 0.14, 0.01], [-0.11, 0.02, 0.29], [-0.03, 0.05, -0.03], [0.02, -0.03, 0.03], [-0.02, 0.00, 0.02], [0.04, 0.02, -0.10], [0.08, -0.27, 0.13], [-0.01, -0.04, 0.07], [0.01, 0.01, 0.00], [-0.03, -0.02, -0.02], [-0.01, 0.01, -0.02], [0.02, -0.02, -0.02], [0.00, -0.02, 0.01], [-0.01, 0.01, 0.02], [-0.02, 0.02, 0.00]],
  "de_lowest_kcal_mol": 0.0,
  "charge": 0,
  "e_homo_ev": -6.4
}


(3)
{
  "formula": "C29H35CdN7P2",
  "method": "ωB97M-V with the def2-TZVPD basis set",
  "symbols": ["Cd", "C", "C", "C", "C", "C", "C", "C", "C", "C", "H", "H", "H", "H", "H", "H", "H", "H", "H", "H", "H", "H", "H", "H", "H", "P", "P", "N", "N", "N", "N", "C", "C", "C", "C", "C", "C", "C", "C", "C", "C", "C", "C", "C", "C", "C", "C", "C", "C", "H", "H", "H", "H", "H", "H", "H", "H", "H", "H", "H", "H", "H", "H", "H", "H", "H", "H", "H", "H", "N", "C", "N", "C", "N"],
  "xyz": [[-0.05785, -0.03621, -1.06873], [5.55343, 1.86757, -5.56724], [5.91405, 2.01122, -4.28672], [6.24103, 3.34064, -3.68225], [5.33691, 4.53215, -4.08578], [3.85054, 4.24084, -4.16719], [3.26245, 3.86172, -5.30770], [4.06229, 3.73440, -6.60260], [5.42991, 2.99687, -6.55680], [-2.15250, 0.22506, -0.60551], [5.40237, 0.88077, -6.01729], [6.15061, 1.13209, -3.68050], [7.27817, 3.60142, -3.94937], [6.24468, 3.26388, -2.58985], [5.46660, 5.33381, -3.33918], [5.70788, 4.94821, -5.03460], [3.28000, 4.43895, -3.24848], [2.16862, 3.73736, -5.40557], [4.23903, 4.75099, -7.00515], [3.44012, 3.22361, -7.35230], [5.58364, 2.55759, -7.55826], [6.23345, 3.74011, -6.44295], [-2.47949, -0.78257, -0.30339], [-2.69181, 0.59481, -1.49103], [-2.25192, 0.91407, 0.24812], [0.48858, 2.57947, -0.69586], [2.48010, 0.12955, -0.32572], [-0.28647, 3.34528, -2.07026], [-0.06709, 3.64690, 0.57218], [2.97872, -0.45118, -1.90537], [3.53439, -0.90579, 0.61900], [2.25720, 2.92242, -0.91535], [3.17888, 1.83125, -0.24905], [-1.11651, 2.65174, -2.96501], [-1.62867, 3.54888, -3.88862], [-1.08256, 4.83859, -3.57932], [-0.26009, 4.68602, -2.47077], [-1.40231, 3.68689, 1.03099], [-1.47211, 4.48440, 2.16648], [-0.13969, 4.95587, 2.43913], [0.69097, 4.42164, 1.45901], [2.16458, -1.21612, -2.75550], [2.78454, -1.29613, -3.98782], [4.02670, -0.60750, -3.88879], [4.10850, -0.07285, -2.61623], [4.92296, -1.08256, 0.55215], [5.30994, -1.91173, 1.59701], [4.12794, -2.25156, 2.33715], [3.05395, -1.64478, 1.71616], [2.52354, 3.91166, -0.49741], [2.46229, 2.95514, -2.00546], [4.19237, 1.86908, -0.69775], [3.29536, 2.04848, 0.83533], [-1.25587, 1.58785, -2.86815], [-2.30422, 3.30624, -4.69706], [-1.29114, 5.75473, -4.11698], [0.33855, 5.40395, -1.92659], [-2.16840, 3.12628, 0.51912], [-2.36310, 4.70715, 2.74999], [0.15241, 5.59024, 3.27048], [1.75634, 4.50050, 1.31976], [1.21491, -1.62663, -2.41881], [2.40046, -1.77141, -4.87909], [4.78133, -0.50039, -4.65124], [4.84231, 0.58791, -2.15877], [5.49130, -0.60578, -0.23432], [6.31420, -2.23224, 1.80684], [4.10197, -2.84047, 3.23963], [1.99044, -1.64195, 1.92668], [-0.50740, -1.33428, 1.12434], [-1.02107, -2.06509, 1.89509], [-1.40461, -2.88976, 2.80819], [-2.66620, -3.21802, 2.94650], [-3.75391, -3.61980, 3.14327]],
  "atomic_forces_ev_per_a": [[-0.98, -0.58, 1.70], [0.27, -0.04, 0.18], [0.34, -0.22, -0.96], [0.10, 0.40, 0.35], [-0.04, 0.42, 0.15], [-0.05, 0.01, -0.23], [0.24, 0.36, -0.06], [-0.46, -0.09, -0.19], [0.05, 0.08, -0.53], [-0.67, -0.40, -1.00], [0.02, 0.24, 0.42], [-0.25, 0.25, -0.26], [-0.17, -0.03, 0.10], [-0.05, -0.10, -0.02], [0.12, -0.27, -0.22], [-0.34, -0.06, 0.39], [0.06, -0.21, -0.50], [0.67, 0.00, 0.32], [-0.11, -0.37, 0.12], [0.05, 0.18, 0.26], [-0.02, 0.24, 0.33], [-0.15, -0.42, 0.12], [-0.04, 0.61, -0.24], [-0.16, -0.14, 0.54], [0.35, -0.28, -0.37], [-1.45, 1.71, -0.62], [1.90, -2.20, -0.50], [0.19, -0.07, -0.27], [-0.15, 0.07, 0.67], [-0.25, 0.74, -0.24], [-0.56, 0.39, 0.42], [1.01, 0.27, 0.22], [0.09, 0.41, 0.27], [-0.08, 0.94, -0.39], [0.73, -0.41, 0.84], [0.50, -0.58, 0.82], [-0.52, -0.23, -0.54], [0.55, 0.41, 0.65], [0.65, -0.50, -0.96], [0.19, -0.77, -1.00], [-0.69, 0.18, 0.54], [0.45, 0.63, -0.39], [-0.06, 0.04, 0.62], [-0.09, 0.29, 0.86], [-0.40, -0.35, -0.33], [-0.08, -0.30, 0.71], [-1.00, 0.87, -0.82], [-0.34, 0.62, -0.70], [0.68, 0.12, 0.13], [0.02, -0.41, -0.38], [-0.32, -0.10, 0.53], [-0.58, 0.00, 0.32], [-0.09, -0.20, -0.54], [-0.13, 0.12, 0.02], [0.10, 0.01, 0.13], [0.14, -0.09, 0.19], [-0.17, -0.05, -0.04], [0.03, 0.09, -0.03], [0.27, -0.13, -0.31], [0.04, -0.17, -0.32], [-0.04, 0.13, 0.13], [0.31, -0.16, -0.03], [0.00, -0.11, 0.22], [-0.19, -0.06, 0.06], [-0.25, -0.43, -0.27], [0.00, -0.17, 0.16], [0.08, -0.02, -0.03], [-0.15, -0.09, -0.13], [0.14, -0.06, 0.03], [0.17, -0.47, 0.40], [0.63, 0.26, -0.22], [0.49, 0.50, -0.36], [-2.23, -1.03, 0.38], [1.68, 0.77, -0.32]],
  "charge": 0,
  "e_homo_ev": -7.5
}